(1)
Computed, not measured: an isolated molecule of C4H12N2O in a non-equilibrium geometry, with wB97M-V/def2-TZVPD.

Computed properties:
- electronic energy (eV) = -9369.33292
- multiplicity = 1
- HOMO (Ha) = -0.3300
- E_LUMO (eV) = 0.911
- structure (SMILES) = NCCNCCO

```
19
C4H12N2O (wB97M-V/def2-TZVPD)
N -1.759 -1.790 -0.796
C -1.824 -1.127 0.490
C -1.772 0.388 0.342
N -0.528 1.009 -0.129
C 0.705 0.320 0.198
C 1.928 1.146 -0.026
O 3.084 0.280 -0.069
H -1.378 -1.167 -1.490
H -1.349 -2.707 -0.855
H -2.700 -1.379 1.084
H -0.975 -1.423 1.130
H -2.075 0.881 1.265
H -2.570 0.628 -0.363
H -0.575 1.122 -1.133
H 0.842 -0.687 -0.239
H 0.648 -0.025 1.239
H 2.067 1.879 0.765
H 1.953 1.572 -1.028
H 3.342 0.042 0.827
```

Atomic partial charges in e from the natural (NBO) method, atoms 1 to 2: -0.86 -0.23

(2)
Computed, not measured: a cluster of 2 separate species, C4H6O2S in total in a non-equilibrium geometry, with wB97M-V/def2-TZVPD.

Computed properties:
- electronic energy (eV) = -19172.83415
- multiplicity = 1
- HOMO (alpha / beta) (Ha) = -0.2665 / -0.2701
- E_LUMO (alpha / beta) (eV) = 0.268 / 0.343

```
13
C4H6O2S (wB97M-V/def2-TZVPD)
C 3.070 0.735 1.799
C -1.727 1.721 -1.211
C -0.518 -0.402 -0.434
C -0.441 -1.842 -0.083
O 3.081 -0.337 2.212
O 3.099 1.776 1.402
S -1.865 0.124 -1.294
H -2.527 2.308 -1.611
H -0.880 2.150 -0.816
H -0.158 0.376 0.198
H -1.457 -2.319 -0.459
H 0.003 -1.973 0.964
H 0.321 -2.316 -0.666
```

Atomic partial charges in e from the natural (NBO) method, atoms 1 to 2: 1.02 -0.79

(3)
Computed, not measured: a structure of composition C12H28IN5O2PdS2, with wB97M-V/def2-TZVPD.

Computed properties:
- electronic energy (eV) = -57697.91745
- multiplicity = 1
- total charge = -2
- HOMO (Ha) = -0.0526
- E_LUMO (eV) = 3.799

```
51
C12H28IN5O2PdS2 (wB97M-V/def2-TZVPD)
Pd 0.584 1.052 -1.750
C -2.167 -2.995 -4.328
N -1.610 -2.574 -3.049
C -1.567 -3.512 -1.941
C -1.028 -1.382 -2.885
O -0.503 -1.025 -1.832
H -3.149 -3.446 -4.195
H -1.518 -3.705 -4.839
H -2.327 -2.137 -4.975
H -2.123 -4.404 -2.221
H -2.010 -3.071 -1.048
H -0.539 -3.782 -1.692
H -1.072 -0.736 -3.770
C -0.272 1.343 2.180
C 0.849 0.417 1.740
N 0.408 -0.970 1.553
C 0.785 -2.038 2.261
S 0.547 -3.614 1.722
N 1.426 -1.859 3.472
C 0.950 -0.990 4.543
C 2.086 -0.655 5.496
H 0.120 2.351 2.319
H -0.752 1.025 3.107
H -1.043 1.411 1.414
H 1.691 0.423 2.432
H 1.210 0.757 0.762
H 0.044 -1.192 0.632
H 1.680 -2.775 3.815
H 0.134 -1.480 5.089
H 0.544 -0.080 4.120
H 2.525 -1.564 5.915
H 1.724 -0.041 6.322
H 2.873 -0.111 4.972
C 1.712 3.839 0.161
N 2.543 3.068 -0.754
C 1.881 2.574 -1.932
N 1.340 3.671 -2.699
S 2.724 1.248 -2.754
H 2.264 3.986 1.092
H 0.741 3.377 0.356
H 1.522 4.827 -0.266
H 2.954 2.271 -0.291
H 0.487 3.969 -2.223
H 1.039 3.283 -3.585
I -4.543 -3.880 -7.307
C -2.439 1.150 -0.812
C -1.162 1.969 -1.062
O -1.310 3.190 -0.944
H -3.219 1.781 -0.373
H -2.240 0.281 -0.179
H -2.792 0.755 -1.770
```

Atomic partial charges in e from the natural (NBO) method, atoms 1 to 2: 0.25 -0.41

(4)
Computed, not measured: a structure of composition C14H14AgNO8S in a non-equilibrium geometry, with wB97M-V/def2-TZVPD.

Computed properties:
- electronic energy (eV) = -47451.95729
- multiplicity = 1
- total charge = -2
- HOMO (Ha) = -0.1155
- E_LUMO (eV) = 4.636

```
39
C14H14AgNO8S (wB97M-V/def2-TZVPD)
Ag -0.172 1.104 0.761
O 0.199 3.481 -2.026
C -0.241 2.345 -1.935
O 0.364 1.253 -1.652
C -1.766 2.180 -2.202
C -2.242 0.720 -2.218
C -3.667 0.719 -2.813
C -4.467 1.229 -1.607
C -3.357 1.507 -0.572
O -2.467 0.392 -0.844
C -2.640 2.739 -0.997
C -1.840 3.544 0.106
O -1.838 4.758 -0.011
O -1.310 2.863 1.056
H -2.045 2.586 -3.187
H -1.482 0.025 -2.611
H -3.883 1.321 -3.719
H -3.897 -0.326 -3.052
H -5.093 2.092 -1.826
H -5.145 0.369 -1.223
H -3.646 1.426 0.456
H -3.335 3.428 -1.416
N 0.789 -0.992 0.284
C 1.862 -1.584 1.076
C 2.742 -0.821 1.837
C 3.767 -1.353 2.587
C 4.028 -2.732 2.507
C 3.078 -3.495 1.815
C 2.012 -2.965 1.114
S 5.473 -3.638 3.234
O 5.031 -5.034 3.049
O 5.476 -3.179 4.637
O 6.620 -3.126 2.541
H 0.107 -1.640 0.094
H 1.068 -0.508 -0.493
H 2.709 0.275 1.758
H 4.482 -0.681 3.073
H 3.309 -4.563 1.850
H 1.416 -3.719 0.570
```

Atomic partial charges in e from the natural (NBO) method, atoms 1 to 2: 0.83 -0.70

Number 1: M 104.153 g mol⁻¹. Number 2: M 118.157 g mol⁻¹. Number 3: M 571.847 g mol⁻¹. Number 4: M 464.200 g mol⁻¹.